A cluster of 2 separate species, C26H24NO6S2 in total, computed with wB97M-V/def2-TZVPD.

ORCA input file:
```
! wB97M-V def2-TZVPD RIJCOSX def2/J DEFGRID3
* xyz -1 1
C -2.584 -1.131 3.359
C -0.265 2.752 -4.239
C 1.683 -0.116 3.212
H 1.325 -2.141 5.371
H 2.211 2.405 2.670
H -6.191 0.073 4.211
H -3.409 -3.113 3.248
C 4.464 3.187 -2.160
H -1.563 -1.424 3.096
C 0.695 0.981 2.946
H -1.857 2.202 3.646
C 4.675 3.092 2.069
O 4.362 4.012 -5.093
H 5.724 4.980 1.891
C 4.005 2.041 -0.024
C 1.982 2.892 -5.087
C 5.238 4.161 1.362
H 2.646 -3.521 3.005
C 3.514 2.662 -2.971
C -4.135 0.671 3.921
H -0.196 3.792 -7.501
H -0.936 2.532 -3.412
H 2.288 -4.211 4.599
H 2.266 3.520 -7.110
O 4.231 1.493 -5.235
S 3.740 2.759 -4.739
C -5.176 -0.258 3.979
H -5.739 -2.342 3.783
N -0.556 0.635 3.058
C 1.860 -2.146 4.415
C 5.182 4.170 -0.026
C 4.129 2.027 1.355
H 1.058 2.830 3.935
O 2.904 0.034 3.225
O 1.090 -1.276 3.520
O 1.372 3.065 -1.457
S 1.877 2.181 -2.478
H 2.860 -1.728 4.551
H 3.769 1.152 1.876
H 0.966 -3.889 3.456
H 5.651 4.971 -0.603
C 4.526 3.139 -0.734
H -4.308 1.732 4.091
H 5.273 3.723 -2.667
C -0.729 3.162 -5.489
H 4.692 3.062 3.159
H -1.801 3.283 -5.640
C 1.108 2.634 -4.048
H 0.567 2.952 2.231
C -3.621 -2.059 3.433
C -2.827 0.235 3.575
C 1.535 3.307 -6.333
C 0.163 3.446 -6.532
C 1.928 -3.526 3.830
O 1.820 0.741 -2.349
C -4.925 -1.620 3.730
C 1.160 2.373 2.942
H 3.592 1.176 -0.544
C -1.695 1.133 3.407
*
```

Highest occupied orbital energy in eV: -2.4107
Relative energy (zero: lowest compared OMol25 entry of this formula, charge and spin) in kJ/mol: 0.0

Atom charges from the Mulliken analysis, given in e for atoms 1 to 8: -0.524 -0.794 0.724 0.302 -0.185 0.330 0.354 -0.234

A cluster of 2 separate species, C8H11PS in total, computed with wB97M-V/def2-TZVPD.

ORCA input file:
```
! wB97M-V def2-TZVPD RIJCOSX def2/J DEFGRID3
* xyz 0 1
C -0.761 1.359 0.318
P -2.334 0.770 0.962
H 1.086 -1.371 -0.161
C 1.371 2.337 0.881
H -4.490 0.135 -0.248
H -1.432 -2.548 1.178
C 0.961 1.577 -1.356
H 2.028 2.797 1.605
C 0.224 -2.029 -0.190
C 1.815 2.133 -0.419
C -0.488 -2.042 1.090
C -0.318 1.194 -0.998
H 2.822 2.409 -0.691
H -0.037 -1.660 1.985
H -0.439 -1.724 -1.002
H -0.975 0.772 -1.744
S -3.321 0.367 -0.837
C 0.101 1.954 1.248
H -0.250 2.110 2.258
H 1.292 1.433 -2.375
H 0.564 -3.041 -0.441
*
```

Highest occupied orbital energy (spin up / spin down) in eV: -7.7453 / -7.1406
Relative energy (zero: lowest compared OMol25 entry of this formula, charge and spin) in kJ/mol: 89.3

Atom charges from the Mulliken analysis, given in e for atoms 1 to 8: 0.854 0.076 0.168 -0.486 0.142 0.348 -0.648 0.377

A cluster of 2 separate species, C4H5BrN2O4 in total, computed with wB97M-V/def2-TZVPD.

ORCA input file:
```
! wB97M-V def2-TZVPD RIJCOSX def2/J DEFGRID3
* xyz 0 1
C 0.444 0.469 -0.739
H 1.525 -0.131 1.332
O -0.043 -0.419 -1.375
C 1.571 0.453 0.348
O -1.071 -2.263 0.274
Br -3.067 1.082 0.262
H -1.476 -0.342 1.852
O 1.973 3.015 0.665
O -2.832 -1.539 -0.862
N 0.403 1.804 -0.604
H 2.545 0.024 -0.032
C -1.992 -0.274 0.886
H -2.740 -2.356 -1.289
H -0.269 2.518 -1.081
N -1.920 -1.370 0.147
C 1.478 1.963 0.253
*
```

Highest occupied orbital energy in eV: -8.9144
Relative energy (zero: lowest compared OMol25 entry of this formula, charge and spin) in kJ/mol: 35.0

Atom charges from the Mulliken analysis, given in e for atoms 1 to 8: 0.329 0.236 -0.525 -0.364 -0.632 -0.102 0.458 -0.593

The molecule C3H3NO2, computed with wB97M-V/def2-TZVPD.

ORCA input file:
```
! wB97M-V def2-TZVPD RIJCOSX def2/J DEFGRID3
* xyz 0 1
C -0.153 -0.830 -1.393
H -0.005 1.208 -0.126
O -0.597 0.125 -1.967
C -0.040 0.341 1.802
H 1.588 0.742 0.531
N -0.487 0.268 2.865
O 0.459 -0.813 -0.192
C 0.536 0.457 0.456
H -0.173 -1.864 -1.762
*
```

Highest occupied orbital energy in eV: -11.5541
Relative energy (zero: lowest compared OMol25 entry of this formula, charge and spin) in kJ/mol: 120.8

Atom charges from the Mulliken analysis, given in e for atoms 1 to 8: 0.217 0.301 -0.484 0.218 0.255 -0.348 -0.282 -0.225